The following is a DFT calculation (ωB97M-V/def2-TZVPD) of C66H67BBrMoN9O3Te as an isolated structure.

The geometry in XYZ format:
```
149
Properties=species:S:1:pos:R:3:forces:R:3
Mo 0.467 -0.178 0.433 -1.908 -0.425 -0.121
C -2.935 3.547 2.655 -0.054 -0.011 -0.026
C -1.838 3.051 1.777 -0.041 -0.115 -0.060
C -0.756 3.758 1.293 0.243 -0.022 -0.337
C -0.055 2.868 0.484 -0.021 0.347 0.341
N -0.666 1.663 0.504 0.109 0.051 -0.460
N -1.766 1.807 1.286 0.010 -0.195 0.535
B -2.833 0.723 1.437 -0.254 -0.198 -0.744
N -3.538 0.528 0.087 -0.126 -0.113 0.409
N -2.875 0.153 -1.033 0.232 -0.070 -0.326
C -3.753 0.253 -2.025 -0.246 -0.012 0.164
C -5.004 0.687 -1.543 0.066 0.023 0.067
C -4.825 0.854 -0.192 -0.190 0.066 -0.043
C -5.817 1.335 0.817 0.076 0.021 -0.013
C -3.528 -0.047 -3.459 0.101 -0.035 -0.071
C -3.763 -1.326 -3.958 0.158 -0.037 0.047
C -3.732 -1.572 -5.323 0.086 -0.122 0.012
C -3.457 -0.543 -6.212 -0.033 0.051 0.059
C -3.224 0.735 -5.723 0.042 0.042 -0.061
C -3.267 0.984 -4.359 0.088 0.012 0.030
N -2.195 -0.583 2.012 -0.188 0.488 -0.483
N -0.896 -1.012 1.901 0.243 -0.482 -0.299
C -0.806 -2.126 2.685 -0.315 -0.063 0.468
C -2.039 -2.364 3.286 0.468 -0.012 -0.084
C -2.886 -1.378 2.833 0.090 -0.116 0.096
C -4.317 -1.189 3.202 -0.039 0.074 -0.073
C 0.356 -2.960 3.081 0.239 0.080 -0.185
C 0.678 -2.977 4.440 0.035 0.104 0.020
C 1.714 -3.764 4.914 0.052 -0.007 0.042
C 2.434 -4.566 4.040 0.003 -0.038 0.023
C 2.080 -4.604 2.701 0.146 0.077 -0.101
C 1.048 -3.809 2.225 0.148 0.272 -0.087
C 1.174 3.187 -0.244 0.076 -0.151 -0.079
C 2.076 4.094 0.318 0.043 -0.080 0.095
C 3.223 4.456 -0.363 -0.022 0.026 0.100
C 3.471 3.943 -1.629 0.009 -0.029 -0.065
C 2.564 3.071 -2.206 0.090 -0.232 -0.098
C 1.424 2.677 -1.515 -0.041 -0.043 0.003
H -2.736 4.580 2.931 0.037 -0.015 0.006
H -3.015 2.950 3.564 -0.014 0.012 -0.025
H -3.898 3.515 2.143 0.060 -0.021 0.032
H -0.529 4.795 1.474 -0.006 -0.028 -0.068
H -3.648 1.093 2.222 0.148 0.024 0.043
H -5.900 0.859 -2.119 0.037 -0.017 0.051
H -6.775 1.494 0.326 0.002 -0.011 0.017
H -5.502 2.284 1.256 -0.085 -0.040 0.023
H -5.960 0.621 1.629 -0.026 0.064 -0.025
H -3.976 -2.131 -3.268 -0.060 -0.078 0.053
H -3.930 -2.574 -5.687 0.018 0.045 0.008
H -3.442 -0.730 -7.278 0.010 0.000 0.000
H -3.023 1.549 -6.409 0.000 -0.018 0.007
H -3.116 1.990 -3.986 0.000 -0.007 0.013
H -2.274 -3.170 3.962 0.053 0.030 -0.078
H -4.624 -1.997 3.863 0.018 -0.029 -0.044
H -4.961 -1.193 2.321 0.063 -0.027 0.019
H -4.470 -0.243 3.725 0.008 -0.020 -0.024
H 0.120 -2.350 5.125 -0.007 -0.005 -0.005
H 1.959 -3.757 5.969 -0.008 0.033 -0.024
H 3.261 -5.165 4.400 -0.063 -0.029 0.030
H 2.621 -5.245 2.013 -0.047 0.033 0.076
H 0.808 -3.820 1.173 -0.100 -0.058 -0.123
H 1.876 4.495 1.303 0.050 -0.027 -0.003
H 3.926 5.139 0.097 -0.016 -0.003 -0.030
H 4.366 4.226 -2.168 -0.031 0.022 0.010
H 2.746 2.692 -3.205 -0.034 0.004 0.022
H 0.692 2.030 -1.986 -0.031 -0.023 -0.038
O 4.186 1.410 1.359 -0.032 -0.077 -0.289
C 4.172 1.520 2.713 0.047 0.063 0.360
C 5.244 2.164 3.318 0.087 -0.016 -0.142
C 5.307 2.263 4.697 0.010 -0.081 -0.002
C 4.306 1.716 5.490 -0.007 0.053 0.021
C 3.241 1.072 4.883 -0.039 0.012 0.076
C 3.158 0.967 3.500 -0.133 0.082 -0.209
C 2.046 0.160 2.871 0.433 -0.403 0.829
O 1.297 0.786 1.899 0.412 0.371 -0.228
N 2.638 -1.046 2.256 -0.408 0.233 0.433
N 2.304 -1.190 0.942 0.863 -0.977 0.089
C 3.021 -2.060 0.317 -0.397 -0.253 0.011
C 3.109 -2.202 -1.117 -0.080 0.440 -0.803
Br 3.243 -0.509 -2.018 -0.006 -0.013 0.238
C 3.182 -3.359 -1.777 -0.131 -0.024 0.219
C 3.455 -3.585 -3.199 -0.021 -0.053 -0.244
C 2.672 -4.499 -3.906 -0.126 0.005 0.146
C 2.923 -4.756 -5.243 -0.040 -0.007 -0.066
C 3.976 -4.121 -5.887 0.015 -0.008 0.037
C 4.769 -3.222 -5.188 0.038 0.040 -0.008
C 4.509 -2.948 -3.856 0.004 -0.009 0.085
H 3.299 1.202 1.038 0.007 0.187 -0.010
H 6.033 2.558 2.689 -0.069 0.035 0.019
H 6.157 2.755 5.154 -0.046 0.005 0.001
H 4.362 1.787 6.568 -0.019 -0.011 -0.029
H 2.461 0.624 5.489 0.006 0.029 -0.025
H 1.380 -0.171 3.678 -0.099 0.048 -0.086
H 3.628 -1.140 2.433 0.030 0.008 -0.078
H 3.658 -2.699 0.920 0.139 0.032 0.050
H 2.957 -4.246 -1.186 0.128 -0.027 0.039
H 1.839 -4.980 -3.403 0.041 -0.048 -0.014
H 2.298 -5.454 -5.786 0.014 0.006 0.042
H 4.187 -4.336 -6.927 -0.025 0.019 0.019
H 5.600 -2.733 -5.682 -0.013 -0.018 0.009
H 5.145 -2.262 -3.312 0.015 0.005 -0.018
C 0.227 -1.704 -3.334 -0.047 0.775 0.316
C -0.018 -2.163 -1.919 -0.709 -4.413 -2.417
O -0.316 -3.380 -1.763 1.679 3.693 -0.895
N 0.125 -1.285 -0.933 0.524 2.455 2.702
Te -1.689 -4.371 0.163 -0.779 -1.458 1.229
C -1.694 -6.402 0.853 -0.362 0.651 0.188
C -0.546 -7.187 0.751 -0.003 0.163 -0.048
C 0.750 -6.690 0.158 0.032 -0.087 0.010
C -0.591 -8.498 1.220 -0.030 -0.100 0.003
C -1.738 -9.034 1.783 0.028 0.076 -0.008
C -1.776 -10.449 2.291 -0.041 0.083 -0.021
C -2.866 -8.222 1.882 -0.011 -0.083 0.004
C -2.869 -6.912 1.429 0.017 -0.045 0.098
C -4.121 -6.087 1.582 0.037 -0.128 0.101
C -3.164 -4.684 -1.314 0.197 0.194 0.047
C -2.966 -5.593 -2.360 -0.021 0.240 0.037
C -1.680 -6.357 -2.523 -0.103 0.015 -0.019
C -3.985 -5.745 -3.296 -0.032 -0.057 -0.012
C -5.176 -5.037 -3.210 0.023 0.054 0.054
C -6.275 -5.231 -4.216 -0.014 0.009 0.060
C -5.332 -4.124 -2.171 0.023 -0.008 0.011
C -4.335 -3.920 -1.224 0.009 -0.149 -0.126
C -4.520 -2.877 -0.155 -0.096 0.073 -0.070
H 1.228 -2.018 -3.634 0.012 0.003 0.064
H 0.156 -0.620 -3.402 0.019 0.066 -0.216
H -0.487 -2.178 -3.997 -0.187 -0.067 0.042
H 0.678 -5.649 -0.161 -0.002 -0.103 -0.024
H 1.031 -7.293 -0.709 0.002 -0.033 -0.018
H 1.553 -6.780 0.891 0.010 -0.048 -0.032
H 0.300 -9.111 1.137 0.002 -0.026 0.022
H -0.797 -10.919 2.221 -0.006 -0.038 0.003
H -2.489 -11.041 1.716 0.026 -0.048 0.014
H -2.098 -10.470 3.333 0.014 -0.052 0.009
H -3.768 -8.619 2.337 0.007 -0.038 -0.005
H -4.750 -6.485 2.377 -0.025 -0.100 -0.003
H -4.705 -6.086 0.658 0.031 0.079 0.005
H -3.875 -5.050 1.827 -0.014 -0.118 -0.056
H -0.832 -5.679 -2.404 0.005 -0.101 0.029
H -1.631 -6.818 -3.508 -0.012 -0.005 -0.037
H -1.600 -7.148 -1.776 0.052 0.016 0.021
H -3.835 -6.433 -4.122 -0.028 -0.018 0.000
H -5.938 -5.826 -5.063 -0.013 0.009 -0.020
H -6.636 -4.269 -4.582 -0.019 -0.019 -0.048
H -7.122 -5.745 -3.757 -0.013 -0.008 -0.041
H -6.244 -3.540 -2.107 -0.015 0.007 -0.020
H -5.371 -2.240 -0.388 -0.099 0.036 -0.053
H -3.639 -2.237 -0.085 -0.101 0.023 0.074
H -4.694 -3.338 0.822 0.083 0.041 -0.045
```
Forces are in eV/Å.

Output
⟨S²⟩: 0.7940
HOMO (spin up / spin down) in Eh: -0.3064 / -0.3073
Total charge: +1
2S+1: 2
LUMO energy (spin up / spin down) in eV: -4.3 / -4.7
E_tot in eV: -168946.8101
Frontier orbital gap (spin up / spin down) in eV: 4.039 / 3.649

Mulliken atomic charge list, values in e, 6 entries: atom 1 (Mo): 0.885, atom 2 (C): -1.413, atom 3 (C): 0.882, atom 4 (C): -1.233, atom 5 (C): -0.417, atom 6 (N): 0.550